# 1
C45H68IN3O3P2PdSbSi4 | ωB97M-V with the def2-TZVPD basis set

As for the HOMO-LUMO gap (spin up / spin down): 7.570 / 5.240 eV. For the HOMO energy (spin up / spin down), the calculation gives -14.800 / -15.072 eV. The largest force on an atom is 0.92 eV/A. Its total charge is +3. The energy relative to the best compared isomer or geometry (same formula, charge and spin) comes out at 60.6 kJ/mol. The multiplicity is 5.

Positions of all 128 atoms, in Å:
Pd  -0.83  -0.01  0.62
O  1.34  0.14  -0.16
P  2.11  1.48  -0.15
C  2.35  2.05  1.54
P  0.79  2.69  2.19
O  -0.35  1.95  1.51
C  0.84  2.51  3.97
C  1.65  1.58  4.63
C  1.57  1.47  6.02
C  0.69  2.27  6.73
C  -0.11  3.20  6.08
C  -0.03  3.33  4.70
C  0.72  4.42  1.84
C  -0.42  4.94  1.24
C  -0.51  6.31  1.01
C  0.53  7.15  1.39
C  1.67  6.63  2.01
C  1.76  5.27  2.24
C  1.28  2.81  -1.04
C  1.97  4.01  -1.24
C  1.36  5.06  -1.90
C  0.05  4.92  -2.35
C  -0.65  3.74  -2.14
C  -0.03  2.68  -1.49
C  3.76  1.33  -0.81
C  4.83  0.99  0.02
C  6.10  0.82  -0.51
C  6.31  0.99  -1.87
C  5.25  1.34  -2.71
C  3.98  1.52  -2.18
H  3.13  2.81  1.57
H  2.67  1.19  2.14
H  2.35  0.96  4.10
H  2.21  0.76  6.54
H  0.64  2.18  7.82
H  -0.78  3.84  6.64
H  -0.62  4.08  4.19
H  -1.23  4.27  0.95
H  -1.40  6.72  0.54
H  0.45  8.21  1.22
H  2.47  7.29  2.31
H  2.64  4.87  2.75
H  3.00  4.12  -0.89
H  1.90  5.99  -2.07
H  -0.44  5.75  -2.86
H  -1.67  3.64  -2.49
H  -0.56  1.76  -1.34
H  4.67  0.86  1.09
H  6.93  0.58  0.15
H  7.30  0.86  -2.28
H  5.43  1.50  -3.76
H  3.16  1.82  -2.82
C  1.27  -1.71  3.13
C  0.04  -2.42  2.64
C  -0.49  -3.51  3.30
C  -1.66  -4.10  2.80
C  -2.30  -3.59  1.70
C  -1.73  -2.47  1.06
N  -0.55  -1.98  1.50
N  -2.24  -1.75  0.00
Si  -4.00  -1.31  -0.09
C  -4.06  0.49  -0.61
C  -4.91  -2.34  -1.35
C  -4.88  -1.72  1.49
H  1.19  -1.47  4.19
H  1.42  -0.80  2.55
H  2.16  -2.34  3.02
H  0.00  -3.90  4.19
H  -2.08  -4.96  3.31
H  -3.24  -3.99  1.34
H  -4.36  0.59  -1.66
H  -3.12  1.00  -0.48
H  -4.79  1.05  -0.01
H  -4.93  -1.92  -2.36
H  -5.95  -2.40  -1.01
H  -4.53  -3.37  -1.40
H  -4.26  -1.61  2.39
H  -5.23  -2.75  1.45
H  -5.77  -1.08  1.58
C  -1.62  -5.21  -1.38
Si  -1.55  -4.28  -2.95
C  -2.93  -3.18  -3.44
C  -0.88  -5.23  -4.36
Sb  -0.06  -1.84  -1.83
Si  2.06  -3.49  -1.35
C  2.18  -4.67  -2.76
C  3.48  -2.34  -1.32
C  1.71  -4.28  0.26
Si  -0.19  -0.64  -4.25
C  -0.06  -2.09  -5.39
C  1.23  0.47  -4.55
C  -1.80  0.22  -4.15
H  -2.54  -5.82  -1.39
H  -1.66  -4.56  -0.50
H  -0.77  -5.89  -1.30
H  -3.87  -3.76  -3.37
H  -2.81  -2.87  -4.48
H  -3.03  -2.31  -2.80
H  -1.63  -6.01  -4.56
H  0.07  -5.72  -4.17
H  -0.79  -4.62  -5.27
H  1.98  -4.20  -3.72
H  1.52  -5.53  -2.62
H  3.21  -5.04  -2.78
H  3.70  -1.94  -2.31
H  4.36  -2.90  -0.97
H  3.30  -1.51  -0.64
H  0.81  -4.90  0.24
H  1.58  -3.51  1.03
H  2.56  -4.91  0.53
H  0.62  -2.86  -5.00
H  0.35  -1.74  -6.35
H  -1.03  -2.55  -5.60
H  2.18  -0.07  -4.50
H  1.25  1.32  -3.87
H  1.12  0.85  -5.57
H  -2.65  -0.45  -4.35
H  -1.83  1.03  -4.89
H  -1.94  0.66  -3.16
N  -1.81  0.56  4.44
C  -2.67  0.62  3.42
O  -2.40  0.23  2.28
C  -4.01  1.21  3.71
I  -3.96  3.30  3.27
H  -0.86  0.29  4.26
H  -2.03  0.93  5.35
H  -4.32  1.11  4.75
H  -4.75  0.79  3.05



# 2
C38H93NO27P8 | ωB97M-V with the def2-TZVPD basis set

As for the HOMO-LUMO gap: 6.097 eV. As for the SMILES: CCCC[PH](CCCNCc1ccccc1O)(OC[C@@H](C)C(C)C)[PH2]=O.COP(=O)(OC)OC.COP(=O)(OC)OC.COP(=O)(OC)OC.COP(=O)(OC)OC.COP(=O)(OC)OC.COP(=O)(OC)OC. For the HOMO energy, the calculation gives -8.621 eV. The largest force on an atom is 9.97 eV/A.

Positions of all 167 atoms, in Å:
C  0.97  -1.20  1.87
C  1.08  -0.34  0.49
C  0.97  1.25  0.71
C  -0.52  1.85  0.76
P  -1.72  1.17  -0.53
C  -3.51  1.84  -0.50
C  -4.27  1.63  -1.94
C  -4.73  0.11  -2.12
N  -5.03  -0.26  -3.56
C  -3.71  -0.49  -4.22
C  -3.35  -2.02  -4.50
C  -3.97  -2.73  -5.72
C  -3.61  -4.22  -6.06
C  -2.62  -5.03  -5.19
C  -2.02  -4.34  -3.94
C  -2.37  -2.86  -3.59
O  -1.74  -2.28  -2.42
O  -1.36  2.45  -1.67
C  -0.22  2.12  -2.50
C  0.39  3.49  -3.08
C  0.38  4.72  -2.06
C  1.88  3.36  -3.67
C  1.93  2.84  -5.22
C  2.91  2.52  -2.76
P  -2.40  -0.50  0.73
O  -2.58  -0.14  2.24
H  1.46  -2.22  1.61
H  1.52  -0.72  2.75
H  -0.10  -1.42  2.17
H  0.39  -0.76  -0.31
H  2.16  -0.53  0.11
H  1.65  1.80  -0.04
H  1.44  1.46  1.75
H  -0.88  1.79  1.84
H  -0.42  2.98  0.54
H  -1.26  0.18  -1.49
H  -4.11  1.23  0.27
H  -3.52  2.96  -0.25
H  -3.66  2.05  -2.81
H  -5.21  2.31  -1.86
H  -3.90  -0.60  -1.79
H  -5.68  -0.12  -1.50
H  -5.36  0.64  -3.96
H  -3.74  0.03  -5.25
H  -2.82  -0.05  -3.61
H  -4.71  -2.18  -6.39
H  -4.08  -4.71  -6.99
H  -2.30  -6.10  -5.41
H  -1.29  -4.92  -3.28
H  -2.10  -2.77  -1.64
H  -0.65  1.55  -3.42
H  0.54  1.42  -2.03
H  -0.28  3.80  -3.97
H  1.27  4.67  -1.32
H  -0.61  4.89  -1.52
H  0.57  5.67  -2.69
H  2.30  4.44  -3.72
H  2.96  3.15  -5.62
H  1.16  3.41  -5.87
H  1.83  1.70  -5.31
H  4.01  2.64  -3.05
H  2.84  2.77  -1.64
H  2.63  1.39  -2.84
H  -1.47  -1.60  0.53
H  -3.69  -1.04  0.33
C  2.23  -8.05  1.73
O  3.30  -7.33  1.13
P  2.85  -5.78  0.53
O  2.59  -6.35  -0.87
O  4.39  -5.24  0.64
C  5.48  -6.10  0.35
O  2.36  -4.20  0.08
C  0.98  -4.05  -0.23
H  2.61  -9.01  2.09
H  1.82  -7.49  2.57
H  1.45  -8.24  0.99
H  5.24  -6.81  -0.44
H  5.77  -6.63  1.26
H  6.32  -5.49  0.03
H  0.37  -4.51  0.55
H  0.76  -4.51  -1.20
H  0.75  -2.99  -0.28
C  7.72  9.03  -5.79
O  6.63  8.78  -4.90
P  6.31  7.10  -4.64
O  5.28  7.13  -5.76
O  5.58  7.42  -3.21
C  4.82  8.60  -3.04
O  6.04  5.43  -4.38
C  6.46  4.58  -5.44
H  7.85  10.11  -5.89
H  8.63  8.59  -5.39
H  7.50  8.60  -6.77
H  4.31  8.90  -3.96
H  5.47  9.41  -2.70
H  4.07  8.42  -2.27
H  7.48  4.83  -5.74
H  5.78  4.67  -6.29
H  6.44  3.55  -5.08
C  -7.10  -3.56  2.90
O  -6.62  -3.85  4.21
P  -5.73  -2.56  4.92
O  -4.41  -3.14  4.41
O  -6.05  -3.12  6.42
C  -6.11  -4.51  6.67
O  -4.94  -1.21  5.63
C  -4.35  -0.30  4.71
H  -7.66  -4.43  2.53
H  -7.77  -2.70  2.93
H  -6.26  -3.37  2.22
H  -5.40  -5.07  6.05
H  -7.13  -4.87  6.49
H  -5.87  -4.69  7.72
H  -5.06  -0.04  3.92
H  -3.45  -0.72  4.27
H  -4.09  0.61  5.25
C  4.26  0.90  8.62
O  4.31  1.39  7.28
P  4.22  0.16  6.08
O  5.75  0.09  6.03
O  3.68  1.24  4.98
C  4.14  2.58  4.99
O  4.08  -1.06  4.89
C  4.49  -2.36  5.30
H  4.31  1.75  9.31
H  3.32  0.37  8.78
H  5.11  0.24  8.81
H  5.19  2.65  5.31
H  3.51  3.17  5.65
H  4.06  2.98  3.98
H  4.06  -2.61  6.26
H  5.58  -2.40  5.35
H  4.15  -3.08  4.55
C  5.74  -3.61  -2.13
O  6.92  -2.97  -2.63
P  7.02  -1.30  -2.22
O  6.35  -0.89  -3.53
O  8.65  -1.31  -2.40
C  9.25  -2.09  -3.42
O  7.13  0.32  -1.66
C  5.89  0.93  -1.36
H  5.76  -4.66  -2.42
H  5.72  -3.54  -1.04
H  4.85  -3.13  -2.55
H  8.63  -2.14  -4.32
H  9.44  -3.10  -3.04
H  10.21  -1.64  -3.68
H  5.28  0.27  -0.74
H  5.35  1.17  -2.28
H  6.08  1.85  -0.81
C  -12.71  1.24  4.40
O  -11.48  0.55  4.64
P  -10.25  0.89  3.49
O  -10.64  -0.32  2.64
O  -9.08  0.47  4.56
C  -9.29  -0.61  5.46
O  -9.02  1.37  2.40
C  -9.48  1.84  1.13
H  -13.42  0.97  5.18
H  -12.53  2.32  4.42
H  -13.11  0.95  3.43
H  -9.89  -1.40  5.02
H  -9.76  -0.23  6.37
H  -8.31  -1.03  5.73
H  -10.29  2.56  1.27
H  -9.83  1.00  0.53
H  -8.65  2.32  0.62